A structure of composition C19H27N2O2Ti, computed with ωB97M-V with the def2-TZVPD basis set.

XYZ file:
```
51
C19H27N2O2Ti, DFT ωB97M-V with the def2-TZVPD basis set
Ti -0.63931 0.25405 1.34181
C 0.04518 -0.39623 4.70842
C 0.29698 -1.02620 3.37188
C -0.59998 -1.97339 2.84353
C -0.35598 -2.59836 1.62603
C 0.79474 -2.28759 0.90073
C 1.68306 -1.34064 1.39218
C 1.43476 -0.70161 2.61147
H 0.40423 -1.06607 5.49295
H -1.01929 -0.23535 4.87396
H 0.56593 0.55340 4.80708
H -1.50842 -2.19075 3.39294
H -1.06394 -3.31835 1.23798
H 0.97907 -2.77506 -0.04615
H 2.57001 -1.07673 0.83015
H 2.10994 0.06211 2.97966
N -1.18122 2.30203 0.09990
C -1.64517 3.51534 0.83648
C -2.54227 3.10398 2.02215
C -1.87696 1.84536 2.46204
O -0.63541 1.85542 2.71701
O -2.41071 0.70458 2.21781
H -0.39025 2.56306 -0.47924
H -1.90045 1.98814 -0.54778
H -2.17464 4.19852 0.17346
H -0.75972 4.01453 1.22239
H -3.56751 2.89700 1.72398
H -2.52949 3.87518 2.79015
C 2.54333 -1.60396 -2.58861
N 2.18836 -0.23829 -3.05999
C 3.40685 0.58259 -3.30897
C 1.23876 0.45712 -2.12038
C -0.10703 -0.22494 -2.00942
C -0.73372 -0.70135 -3.16094
C -1.97363 -1.31760 -3.09754
C -2.61574 -1.43585 -1.87652
C -2.00232 -0.92747 -0.73674
C -0.74167 -0.32059 -0.76457
H 3.14479 -2.10152 -3.34517
H 1.63084 -2.16656 -2.41203
H 3.11995 -1.51232 -1.67044
H 1.70431 -0.34394 -3.95324
H 3.92904 0.73183 -2.36646
H 3.11768 1.54335 -3.72768
H 4.05596 0.05947 -4.00698
H 1.14565 1.47937 -2.49417
H 1.73304 0.49356 -1.14752
H -0.28187 -0.59242 -4.14329
H -2.43703 -1.68735 -4.00144
H -3.58754 -1.90600 -1.81124
H -2.56119 -1.01348 0.20041
```

Computed properties:
Charge: +2
E_HOMO (spin up / spin down), eV: -14.978 / -15.128
Molar mass, g/mol: 363.30
F_max, eV Å⁻¹: 0.88
Multiplicity: 2
Energy, hartree: -1849.164744

---

A structure of composition C19H27N2O3P, computed with ωB97M-V with the def2-TZVPD basis set.

XYZ file:
```
52
C19H27N2O3P, DFT ωB97M-V with the def2-TZVPD basis set
C 3.34838 2.59140 2.04368
H 3.19593 3.73902 2.03106
H 2.33953 2.26357 2.55605
H 4.22879 2.39419 2.52021
C 3.29116 2.32542 0.63992
C 4.57224 2.68911 -0.18651
H 4.62020 2.26487 -1.14292
H 4.40846 3.84855 -0.35188
H 5.43468 2.43943 0.09496
H 2.35253 2.43346 0.14367
C 3.38067 0.45192 0.39249
C 2.11541 -0.03773 0.87999
H 2.19568 -0.97803 1.15145
H 1.80257 0.17006 2.01642
O 0.97853 0.37787 0.13343
P 0.22705 -0.99088 -0.41541
O 0.81126 -2.17848 -0.30362
C -1.39697 -0.89430 0.45599
C -2.26193 -2.08016 0.64651
C -3.27949 -2.16192 1.35452
C -3.95651 -0.75297 1.63203
C -3.16579 0.19692 1.30527
C -2.08895 0.22914 0.65451
H -1.47953 1.10735 0.48543
H -3.87927 1.40947 1.35025
N -5.25335 -0.83930 2.35659
C -5.85658 -1.94352 2.68764
H -6.19931 -2.62770 1.47042
H -5.21515 -2.78987 3.22894
H -6.83907 -1.87417 3.10789
C -5.89912 0.40294 2.50289
H -6.10047 1.08266 1.62902
H -5.24543 1.03139 3.21897
H -6.71460 0.33121 3.22689
H -3.75341 -2.94792 1.61836
H -1.71681 -3.13884 0.33289
H 4.10814 0.36289 1.12605
H 3.66065 -0.00653 -0.34572
C -0.23587 -0.29170 -2.22039
C 1.13869 -0.52754 -3.03219
N 1.18662 -1.63401 -3.42110
C 2.51643 -1.99594 -4.19937
C 3.50608 -0.89076 -4.16845
C 3.34085 0.35920 -3.38854
C 2.09828 0.59652 -2.97653
H 1.76474 1.49827 -2.19330
H 4.03124 1.02330 -3.31667
H 4.25750 -1.11589 -4.48792
H 2.29254 -2.70348 -4.82224
O -1.14477 -1.13832 -2.76441
H -0.85892 -1.86441 -3.06305
H -0.66351 0.78422 -2.19417
```

Computed properties:
Charge: 0
E_HOMO, eV: -7.690
Molar mass, g/mol: 362.41
F_max, eV Å⁻¹: 18.43
Energy, hartree: -1416.168542

---

The molecule C19H27N3O3, computed with ωB97M-V with the def2-TZVPD basis set.

XYZ file:
```
52
C19H27N3O3, DFT ωB97M-V with the def2-TZVPD basis set
C -3.20765 -1.35825 -4.44110
C -3.23337 -0.28251 -3.36267
C -4.09938 -0.70084 -2.17705
C -4.18786 0.38692 -1.10438
N -2.90585 0.63243 -0.49932
N -2.39870 -0.24071 0.37004
C -1.20627 0.24887 0.70990
C -0.27408 -0.29494 1.60712
C 0.90221 0.38204 1.81097
C 1.95243 -0.09662 2.75507
O 2.70197 0.66466 3.34200
N 2.00602 -1.44112 2.91361
C 3.04178 -2.09108 3.67441
C 4.12762 -2.67276 2.75290
C 4.83328 -1.59577 1.90654
C 4.24252 -1.79647 0.51090
C 3.93126 -3.29139 0.52873
O 3.50755 -3.58054 1.84502
C 1.16113 1.60467 1.14270
C 0.27658 2.15386 0.26167
C -0.93724 1.48194 0.01952
C -2.08862 1.67263 -0.75587
O -2.51575 2.59154 -1.65324
C -1.83706 3.83511 -1.70683
C -2.05814 4.68182 -0.45952
H -4.21139 -1.54835 -4.81509
H -2.58349 -1.04855 -5.27581
H -2.80982 -2.28830 -4.04135
H -2.21437 -0.09274 -3.01938
H -3.62007 0.64870 -3.78280
H -3.68728 -1.60255 -1.72047
H -5.11013 -0.92443 -2.52325
H -4.53505 1.32712 -1.53757
H -4.86884 0.06620 -0.31195
H -0.52436 -1.20398 2.13106
H 1.48843 -2.03777 2.28776
H 2.59864 -2.90128 4.25999
H 3.48133 -1.34845 4.34276
H 4.84814 -3.22411 3.37398
H 5.90871 -1.77325 1.89286
H 4.64839 -0.59950 2.30015
H 3.32468 -1.21837 0.39481
H 4.93236 -1.52675 -0.28526
H 4.83360 -3.87394 0.28965
H 3.12982 -3.58531 -0.15178
H 2.09538 2.09841 1.36307
H 0.51342 3.08623 -0.22809
H -2.26360 4.33051 -2.58307
H -0.76888 3.67067 -1.88584
H -1.55774 5.63894 -0.57590
H -3.12126 4.85537 -0.31044
H -1.66099 4.18202 0.42082
```

Computed properties:
Charge: 0
E_HOMO, eV: -7.729
SMILES: CCCCn1nc2cc(C(=O)NC[C@@H]3CCCO3)ccc2c1OCC
Molar mass, g/mol: 345.44
F_max, eV Å⁻¹: 1.17
Energy, hartree: -1130.191372

---

The molecule C19H27N3O5S2, computed with ωB97M-V with the def2-TZVPD basis set.

XYZ file:
```
56
C19H27N3O5S2, DFT ωB97M-V with the def2-TZVPD basis set
C 0.34503 -3.59363 -2.05380
S 1.84550 -2.62665 -1.71066
C 1.56544 -1.19056 -2.80338
C 0.43894 -0.26658 -2.36136
C 0.80367 0.66146 -1.20139
N 1.31458 -0.01766 -0.02743
S 0.49660 0.13640 1.38693
O 1.26898 -0.50474 2.40279
O 0.17984 1.53214 1.52539
C -1.01132 -0.78813 1.10877
C -0.92432 -2.16925 1.15653
C -2.02419 -2.96263 0.86586
C -3.19519 -2.30887 0.52037
C -3.26383 -0.90564 0.47176
C -2.17376 -0.11599 0.76479
O -4.52213 -0.53468 0.10663
C -5.26017 -1.66776 -0.07414
O -6.40956 -1.69635 -0.39952
N -4.44664 -2.75744 0.17603
C -4.89966 -4.11911 0.10258
C 1.85162 1.73469 -1.59180
O 2.38387 1.78854 -2.68183
N 2.06210 2.56822 -0.57116
C 3.11456 3.56089 -0.52502
C 2.60669 4.82419 0.17205
C 2.33850 4.58054 1.65672
C 3.58924 4.04611 2.34773
C 4.05718 2.75695 1.67932
C 4.34541 3.00170 0.20027
H 0.47175 -4.54699 -1.55232
H -0.53158 -3.08472 -1.66143
H 0.25637 -3.74653 -3.12559
H 2.50836 -0.64758 -2.83075
H 1.36153 -1.59255 -3.79613
H -0.44868 -0.84781 -2.09576
H 0.18518 0.37286 -3.20966
H -0.09782 1.20146 -0.88693
H 1.75458 -0.91336 -0.19003
H 0.01840 -2.60962 1.43926
H -1.97070 -4.03803 0.90906
H -2.20822 0.95993 0.75378
H -4.32652 -4.67213 -0.64336
H -4.79760 -4.60695 1.07317
H -5.94943 -4.09697 -0.18655
H 1.56500 2.39068 0.29288
H 3.37564 3.78007 -1.56678
H 1.69587 5.16823 -0.32154
H 3.36349 5.60413 0.06481
H 1.52306 3.86537 1.78259
H 2.02806 5.51782 2.12359
H 3.37784 3.86074 3.40214
H 4.38479 4.79393 2.28989
H 4.96238 2.39206 2.16909
H 3.28967 1.98723 1.78966
H 4.65101 2.07247 -0.28414
H 5.16243 3.71970 0.10141
```

Computed properties:
Charge: 0
E_HOMO, eV: -9.001
SMILES: CSCC[C@@H](NS(=O)(=O)c1ccc2c(c1)oc(=O)n2C)C(=O)NC1CCCCC1
Molar mass, g/mol: 441.57
F_max, eV Å⁻¹: 1.04
Energy, hartree: -2077.117900